# 1
{"formula": "C3HFNaO2", "method": "ωB97M-V with the def2-TZVPD basis set", "e_tot_ha": -527.2750, "charge": 1, "e_lumo_ev": -4.42, "de_lowest_ev": 0.810, "gap_ev": 9.79, "elements": ["H", "O", "O", "C", "C", "C", "F", "Na"], "positions_angstrom": [[-1.940, -0.864, 1.372], [0.087, -0.812, 0.681], [-0.062, 0.973, -0.454], [-1.260, -0.540, 0.580], [-1.325, 0.597, -0.119], [0.796, 0.074, 0.014], [-2.292, 1.267, -0.652], [3.248, 0.126, -0.320]]}

***

# 2
{"formula": "C9H18EuNOP", "method": "ωB97M-V with the def2-TZVPD basis set", "e_tot_ha": -1534.3549, "spin_multiplicity": 7, "charge": 1, "e_lumo_ev": [-5.68, -5.47], "de_lowest_ev": 6.763, "gap_ev": [5.93, 6.23], "elements": ["Eu", "H", "H", "P", "C", "H", "H", "H", "C", "H", "H", "H", "C", "H", "H", "H", "C", "O", "H", "H", "C", "C", "C", "N", "C", "C", "H", "H", "H", "H", "H"], "positions_angstrom": [[-0.273, -0.036, -0.264], [-1.455, -0.847, -0.340], [-1.688, 0.013, -0.376], [-0.575, 2.269, -0.633], [-0.438, 3.381, 0.836], [-0.544, 4.445, 0.558], [-1.218, 3.109, 1.566], [0.545, 3.217, 1.308], [0.667, 2.992, -1.791], [0.604, 2.452, -2.749], [0.491, 4.071, -1.949], [1.672, 2.832, -1.371], [-2.171, 2.813, -1.391], [-2.998, 2.556, -0.708], [-2.182, 3.900, -1.587], [-2.315, 2.264, -2.336], [-0.217, 0.051, 1.654], [-0.146, 0.112, 2.822], [-0.234, -0.095, -1.990], [1.325, 0.398, -0.364], [1.393, -4.694, 1.140], [2.212, -3.851, 0.387], [1.745, -2.583, 0.027], [0.504, -2.177, 0.410], [-0.310, -2.991, 1.142], [0.122, -4.263, 1.523], [1.740, -5.679, 1.425], [3.197, -4.178, 0.081], [2.369, -1.925, -0.562], [-1.297, -2.652, 1.428], [-0.523, -4.908, 2.104]]}

***

# 3
{"formula": "C5H11N", "method": "ωB97M-V with the def2-TZVPD basis set", "e_tot_ha": -251.8008, "smiles": "CCCN1CC1", "e_lumo_ev": 1.25, "de_lowest_ev": 1.680, "gap_ev": 10.52, "elements": ["C", "C", "C", "C", "C", "H", "H", "H", "H", "H", "H", "H", "H", "H", "H", "H", "N"], "positions_angstrom": [[-1.342, 0.392, -1.735], [-1.300, 1.085, -0.329], [-0.588, 0.277, 0.735], [1.216, -1.050, -0.183], [1.513, -0.847, 1.258], [-2.178, 0.784, -2.354], [-1.449, -0.756, -1.560], [-0.369, 0.557, -2.192], [-0.882, 2.050, -0.385], [-2.355, 1.259, -0.089], [-0.972, -0.745, 0.779], [-0.725, 0.743, 1.734], [2.018, -0.926, -0.962], [0.396, -1.661, -0.557], [0.976, -1.435, 1.974], [2.566, -0.600, 1.440], [0.854, 0.227, 0.529]]}

***

# 4
{"formula": "C19H38N5O7", "method": "ωB97M-V with the def2-TZVPD basis set", "e_tot_ha": -1547.0345, "smiles": "CN[C@@H]1[C@@H](O)[C@@H](O[C@@H]2[C@@H](O)[C@H](O[C@H]3OC(CN)=CC[C@H]3N)[C@@H]([NH3+])C[C@H]2N)OC[C@]1(C)O", "charge": 1, "e_lumo_ev": -2.25, "de_lowest_ev": 0.573, "gap_ev": 8.77, "elements": ["C", "N", "H", "C", "H", "C", "O", "H", "C", "O", "C", "H", "H", "C", "C", "H", "H", "H", "O", "H", "H", "O", "C", "H", "C", "O", "H", "H", "C", "H", "O", "C", "O", "C", "C", "C", "H", "C", "N", "H", "H", "H", "H", "H", "C", "N", "H", "H", "H", "H", "H", "C", "C", "H", "H", "C", "N", "H", "H", "H", "N", "H", "H", "H", "H", "H", "H", "H", "H"], "positions_angstrom": [[-5.798, -2.669, 0.869], [-5.674, -1.230, 0.748], [-6.480, -0.825, 0.284], [-4.463, -0.712, 0.153], [-3.638, -1.393, 0.389], [-4.187, 0.640, 0.838], [-4.133, 0.511, 2.228], [-4.831, -0.123, 2.457], [-2.863, 1.220, 0.336], [-2.861, 1.395, -1.049], [-3.170, 0.220, -1.783], [-3.218, 0.554, -2.823], [-2.358, -0.512, -1.681], [-4.499, -0.450, -1.375], [-4.667, -1.734, -2.196], [-3.950, -2.490, -1.889], [-5.673, -2.122, -2.066], [-4.518, -1.523, -3.254], [-5.593, 0.419, -1.591], [-5.667, 0.611, -2.532], [-2.738, 2.230, 0.754], [-1.820, 0.375, 0.763], [-0.522, 0.859, 0.487], [-0.472, 1.159, -0.573], [0.426, -0.338, 0.668], [0.100, -1.350, -0.247], [-0.810, -1.616, -0.065], [0.351, -0.721, 1.694], [1.864, 0.104, 0.367], [1.909, 0.287, -0.714], [2.789, -0.907, 0.702], [3.351, -1.605, -0.389], [3.865, -0.706, -1.337], [4.955, 0.020, -0.888], [5.702, -0.347, 0.145], [5.473, -1.615, 0.902], [5.095, -1.385, 1.902], [4.463, -2.516, 0.185], [3.985, -3.538, 1.079], [3.382, -4.195, 0.598], [3.458, -3.120, 1.838], [4.944, -3.001, -0.672], [6.413, -2.153, 1.028], [6.519, 0.280, 0.462], [5.162, 1.263, -1.717], [3.859, 1.891, -2.004], [3.996, 2.706, -2.596], [3.306, 1.217, -2.529], [5.787, 1.970, -1.169], [5.682, 0.990, -2.643], [2.579, -2.177, -0.922], [2.268, 1.381, 1.137], [1.183, 1.823, 2.114], [1.041, 1.062, 2.878], [1.489, 2.742, 2.619], [-0.135, 2.066, 1.370], [0.035, 3.254, 0.511], [0.016, 4.099, 1.076], [-0.731, 3.323, -0.153], [-0.937, 2.199, 2.109], [2.531, 2.505, 0.202], [3.088, 3.217, 0.674], [3.078, 2.216, -0.730], [1.556, 2.928, 0.023], [3.190, 1.135, 1.672], [-4.984, 1.339, 0.542], [-4.937, -3.048, 1.421], [-5.865, -3.211, -0.082], [-6.695, -2.881, 1.448]]}

***

# 5
{"formula": "C3H7N3O", "method": "ωB97M-V with the def2-TZVPD basis set", "e_tot_ha": -357.7930, "e_lumo_ev": -0.74, "de_lowest_ev": 6.990, "gap_ev": 6.48, "elements": ["C", "C", "N", "N", "O", "C", "N", "H", "H", "H", "H", "H", "H", "H"], "positions_angstrom": [[0.299, -0.086, -1.517], [-1.404, -1.476, -0.582], [-0.536, -0.297, -0.559], [1.809, 1.565, 1.722], [0.990, 0.992, 0.786], [-0.671, 0.573, 0.783], [-1.492, 0.904, 1.546], [2.306, 0.890, 2.295], [2.355, 2.254, 1.196], [0.842, 0.834, -1.643], [0.432, -0.816, -2.306], [-2.383, -1.235, -0.170], [-0.994, -2.267, 0.047], [-1.553, -1.836, -1.599]]}

***

# 6
{"formula": "C22H35BrO2P2Zn", "method": "ωB97M-V with the def2-TZVPD basis set", "e_tot_ha": -6045.5583, "e_lumo_ev": [-0.83, -0.14], "de_lowest_ev": 0.000, "gap_ev": [5.74, 6.42], "elements": ["P", "P", "C", "C", "H", "H", "H", "H", "C", "H", "H", "H", "C", "H", "H", "H", "C", "H", "H", "H", "C", "H", "H", "H", "Zn", "C", "C", "C", "C", "C", "C", "C", "C", "C", "H", "H", "H", "H", "H", "H", "H", "H", "H", "H", "H", "H", "H", "H", "H", "Br", "C", "C", "C", "C", "C", "C", "C", "O", "O", "H", "H", "H", "H"], "positions_angstrom": [[0.268, -3.479, 0.355], [-0.034, 3.615, 1.002], [-0.320, -2.133, -0.702], [0.738, 2.311, 0.138], [-1.408, -2.038, -0.478], [-0.236, -2.676, -1.686], [0.719, 1.281, 0.522], [1.322, 2.577, -0.760], [-1.711, 3.914, 0.262], [-2.471, 3.539, 0.956], [-1.814, 3.389, -0.692], [-1.870, 4.993, 0.125], [0.871, 5.127, 0.371], [0.158, 5.842, -0.074], [1.618, 4.795, -0.364], [1.367, 5.593, 1.238], [-0.603, -4.882, -0.387], [-0.644, -5.749, 0.281], [-0.100, -5.162, -1.326], [-1.623, -4.557, -0.632], [1.958, -3.664, -0.262], [2.284, -2.688, -0.654], [1.966, -4.407, -1.075], [2.648, -3.999, 0.523], [-0.067, -0.378, -2.010], [0.590, 1.187, -3.147], [-0.798, 1.246, -2.957], [-1.852, 0.731, -3.925], [-1.459, -0.611, -4.578], [-0.673, -1.542, -3.682], [0.708, -1.707, -3.645], [1.764, -0.822, -4.232], [1.325, 0.662, -4.355], [0.161, -3.304, 2.117], [1.202, 1.863, -2.551], [-1.136, 2.056, -2.302], [-2.175, 1.464, -4.692], [-2.740, 0.568, -3.290], [-2.391, -1.126, -4.853], [-0.902, -0.429, -5.500], [-1.304, -2.349, -3.285], [1.090, -2.708, -3.407], [2.077, -1.218, -5.215], [2.656, -0.874, -3.580], [2.244, 1.253, -4.487], [0.739, 0.783, -5.272], [0.697, -2.395, 2.458], [0.536, -4.196, 2.647], [-0.887, -3.158, 2.417], [1.716, 2.720, 3.821], [0.575, 1.780, 5.006], [0.477, 2.175, 6.345], [-0.293, 1.430, 7.243], [-0.991, 0.313, 6.778], [-0.953, -0.034, 5.423], [-0.165, 0.692, 4.523], [-0.137, 0.323, 3.030], [-1.101, 0.795, 2.375], [0.847, -0.352, 2.636], [1.005, 3.058, 6.676], [-0.323, 1.704, 8.293], [-1.596, -0.282, 7.458], [-1.547, -0.863, 5.035]]}

***

# 7
{"formula": "C3H4N2O", "method": "ωB97M-V with the def2-TZVPD basis set", "e_tot_ha": -301.4428, "e_lumo_ev": 0.76, "de_lowest_ev": 1.209, "gap_ev": 11.21, "elements": ["N", "C", "O", "C", "C", "N", "H", "H", "H", "H"], "positions_angstrom": [[0.465, -0.360, -1.333], [0.443, 0.646, -0.424], [1.096, 1.666, -0.513], [-0.539, 0.472, 0.741], [-0.306, -1.904, 1.581], [-0.696, -0.896, 1.115], [1.135, -0.292, -2.085], [0.034, -1.253, -1.150], [-0.129, 1.012, 1.596], [-1.504, 0.910, 0.472]]}

***

# 8
{"formula": "CH2FIS", "method": "ωB97M-V with the def2-TZVPD basis set", "e_tot_ha": -834.8823, "e_lumo_ev": [-0.70, -0.64], "de_lowest_ev": 3.996, "gap_ev": [8.62, 7.68], "elements": ["C", "F", "S", "I", "H", "H"], "positions_angstrom": [[0.337, 0.166, 0.109], [1.242, 1.148, 0.090], [0.117, -0.383, -1.510], [0.409, -1.160, 1.721], [-1.320, 1.334, 0.539], [-0.784, -1.105, -0.949]]}